[1]
Here is an isolated molecule of C3H7O2P from the Open Molecules 2025 dataset. Energies are from ωB97M-V/def2-TZVPD.

Geometry as XYZ:
```
13
Properties=species:S:1:pos:R:3:forces:R:3
C 0.92496 0.25633 -0.46886 1.117 0.513 0.140
C -1.36704 0.51071 -0.84766 -1.080 1.344 -0.997
C 2.11549 -0.17837 0.37684 0.822 2.035 -1.226
O -0.32153 0.13741 -0.15265 1.320 -1.007 1.254
O -3.12915 -1.12475 0.30238 1.581 1.045 0.455
P -2.87973 0.55439 0.08854 0.583 -1.209 1.180
H 1.05751 0.88447 -1.32043 0.484 0.233 -0.746
H -1.19013 1.10956 -1.77767 -0.064 -0.690 0.831
H 2.93583 -0.48988 -0.39057 -1.496 -0.262 1.610
H 1.75893 -0.87057 1.12876 0.561 -0.502 -0.029
H 2.67331 0.71668 0.90849 -1.421 -1.425 -0.792
H -3.95206 -1.53297 0.11195 -1.290 0.085 -0.402
H -2.10622 0.71005 1.38797 -1.116 -0.159 -1.278
```
Positions in Å, forces in eV/Å.

## Properties
E_HOMO (spin up / spin down): -0.2719 / -0.2818 hartree
Kohn-Sham gap (spin up / spin down): 7.37 / 8.21 eV
ΔE to the lowest compared entry with this formula, charge and spin: 425.2 kJ/mol
Strongest force on any atom: 2.51 eV/A
Total charge: 0
2S+1: 1



[2]
Here is C40H87BrFIO12Sb as an isolated structure from the Open Molecules 2025 dataset. Energies are from ωB97M-V/def2-TZVPD.

Geometry as XYZ:
```
143
Properties=species:S:1:pos:R:3:forces:R:3
C -0.54246 -4.64481 4.00320 0.053 0.034 -0.010
C -0.84551 -3.49238 4.95993 0.197 -0.176 0.144
C -2.30901 -3.07587 5.06533 -0.032 0.135 -0.058
C -2.94717 -2.49153 3.78811 0.042 0.018 -0.001
C -3.98635 -3.37636 3.09290 -0.051 0.008 0.157
C -3.44341 -4.51311 2.22059 0.041 -0.041 -0.026
C -4.26816 -4.71008 0.94362 0.037 -0.019 0.108
C -3.98127 -3.61195 -0.08806 -0.220 -0.043 0.032
Sb -2.69959 -4.12662 -1.80343 -0.358 0.113 0.271
F -1.23870 -2.94130 -1.06186 0.116 0.045 -0.009
C -4.27726 -5.45511 -2.58522 -0.144 -0.140 -0.087
C -4.12797 -6.60776 -3.60031 -0.098 0.032 -0.030
C -2.84492 -7.46801 -3.60270 0.049 -0.193 -0.014
C -2.16604 -7.62564 -4.97797 0.032 -0.015 0.071
C -1.59755 -5.68246 -0.68953 0.123 -0.029 0.051
C -0.07188 -5.63949 -0.78804 0.012 -0.020 0.240
C 0.59274 -6.99108 -0.51830 -0.054 0.025 -0.174
Br 1.26962 -7.17146 1.30868 -0.015 -0.015 0.148
C -3.52072 -2.35173 -2.86287 0.035 0.065 -0.013
O -2.81057 -1.12664 -2.75661 -0.219 0.021 -0.026
C -1.98339 -0.86247 -3.85634 0.137 0.195 0.303
C -1.53346 0.57769 -3.83823 -0.501 0.296 0.215
O -0.58076 0.78441 -2.81813 0.170 -0.194 0.302
C -0.12518 2.11542 -2.77689 -0.269 0.803 0.250
C 1.02963 2.20500 -1.79357 -0.190 0.032 0.302
C -1.22028 -4.35371 -3.53942 0.607 0.021 -0.446
C -1.70159 -4.07704 -4.89016 -0.661 0.028 0.368
O -2.72994 -4.23813 -5.44038 0.440 -0.179 -0.031
I -0.10133 -2.98892 -6.13468 0.285 -0.097 -0.456
H -1.29725 -5.43166 4.08166 0.049 0.029 -0.013
H -0.49611 -4.32306 2.96191 -0.099 -0.015 0.031
H 0.42671 -5.09122 4.23495 -0.012 0.017 -0.023
H -0.50845 -3.78930 5.96104 -0.048 0.053 -0.012
H -0.23597 -2.62096 4.69229 -0.063 -0.028 -0.037
H -2.36207 -2.31259 5.84617 -0.041 -0.023 0.074
H -2.90729 -3.91892 5.43286 0.045 -0.012 -0.084
H -3.44581 -1.55400 4.05336 0.045 -0.017 -0.002
H -2.15881 -2.21987 3.07592 -0.063 -0.023 -0.011
H -4.63508 -3.79773 3.87207 -0.098 0.067 -0.116
H -4.62047 -2.73580 2.47267 0.052 -0.013 -0.013
H -3.40625 -5.44699 2.79195 0.067 0.050 -0.002
H -2.41536 -4.27419 1.93266 -0.066 -0.057 -0.033
H -4.06323 -5.70728 0.53736 -0.005 0.049 -0.026
H -5.33257 -4.72198 1.21422 0.039 0.004 0.007
H -3.51735 -2.74706 0.39617 0.045 -0.013 -0.112
H -4.91548 -3.24964 -0.52989 0.062 -0.049 -0.027
H -5.01931 -4.75779 -2.99413 0.027 0.002 0.080
H -4.73403 -5.84608 -1.66838 0.125 0.042 0.030
H -4.28629 -6.22026 -4.60797 0.139 0.127 0.015
H -4.97080 -7.28933 -3.42828 -0.002 0.055 -0.093
H -2.12222 -7.08625 -2.88388 -0.010 0.076 -0.060
H -3.09941 -8.47182 -3.24741 0.000 0.076 0.074
H -1.26240 -7.01922 -5.07184 -0.079 0.075 -0.002
H -1.86164 -8.66109 -5.15160 -0.014 0.053 -0.021
H -2.83490 -7.33005 -5.78779 -0.006 -0.054 -0.004
H -1.86551 -5.53823 0.35638 -0.078 0.008 -0.004
H -1.98598 -6.66793 -0.96424 0.025 0.061 -0.071
H 0.28769 -5.28731 -1.75424 -0.088 -0.062 -0.083
H 0.29487 -4.90408 -0.06989 0.048 0.024 -0.142
H -0.10958 -7.81447 -0.62618 0.048 0.007 -0.052
H 1.45692 -7.17227 -1.15355 0.007 0.027 0.072
H -3.67855 -2.59299 -3.92242 -0.062 -0.072 0.111
H -4.50623 -2.17771 -2.41891 0.041 -0.053 0.024
H -1.09403 -1.50899 -3.86588 -0.127 0.068 0.110
H -2.53735 -1.03579 -4.79363 0.033 -0.025 -0.048
H -1.08009 0.82647 -4.81022 -1.634 0.370 2.790
H -2.40125 1.23515 -3.68318 -0.099 -0.046 0.137
H -0.94785 2.77989 -2.47295 -0.023 -0.066 0.099
H 0.18869 2.42247 -3.78670 -0.701 0.480 1.153
H 0.87965 1.45891 -1.01173 0.047 0.045 0.043
H 1.98957 2.01420 -2.27578 -0.017 -0.010 0.223
H 1.07186 3.18967 -1.32429 0.029 0.019 -0.035
H -0.41282 -3.66033 -3.30535 -0.045 -0.072 0.046
H -0.76090 -5.34731 -3.57858 -0.218 -0.098 0.024
C -2.72686 3.26813 11.52403 0.032 0.056 0.058
O -1.69802 2.47175 10.98985 -0.069 -0.089 -0.124
C -1.29606 1.39168 11.80952 0.096 0.068 0.160
C -1.10428 0.11949 11.01626 0.115 -0.016 0.086
O -2.30334 -0.43657 10.51562 -0.067 -0.076 0.061
C -2.87970 0.15042 9.36172 -0.103 0.028 -0.099
C -2.16679 -0.17689 8.07106 -0.047 -0.019 -0.219
O -0.91470 0.47490 7.98139 0.085 -0.053 0.229
C 0.11765 -0.31013 7.42375 -0.054 0.040 -0.113
H -2.35551 3.95469 12.29429 0.003 -0.025 0.021
H -3.14313 3.85466 10.70647 0.018 0.029 0.001
H -3.52348 2.65421 11.95816 -0.014 0.001 -0.020
H -2.03335 1.21537 12.60133 -0.036 -0.003 -0.042
H -0.33728 1.63281 12.28920 -0.036 0.023 0.062
H -0.72176 -0.62673 11.71835 0.066 -0.006 -0.050
H -0.35978 0.26412 10.23083 -0.100 0.068 -0.031
H -2.99842 1.23090 9.47060 0.115 -0.032 0.006
H -3.87381 -0.29789 9.29226 -0.025 0.057 0.006
H -2.80993 0.14718 7.24120 0.005 -0.071 -0.033
H -2.03969 -1.26220 7.99094 0.013 -0.002 0.050
H 0.08630 -1.33848 7.79870 0.002 0.001 0.018
H 1.06460 0.14097 7.71650 0.009 0.033 -0.037
H 0.06072 -0.33711 6.33057 -0.019 -0.032 -0.005
C -0.20096 0.82901 -6.29160 0.825 -0.342 -1.590
O 0.41133 1.78594 -5.45142 0.437 -0.151 -1.368
C 1.56522 1.30315 -4.78932 0.722 -0.688 0.130
C 2.65670 2.34511 -4.73686 -0.020 -0.095 -0.015
O 3.23954 2.65447 -5.99214 0.150 0.021 -0.065
C 2.51059 3.48212 -6.87679 0.033 0.043 -0.099
C 2.50826 4.94398 -6.49212 -0.003 0.155 -0.125
O 1.69843 5.18897 -5.35924 -0.005 -0.171 0.072
C 2.25393 6.06651 -4.41118 -0.003 0.128 -0.013
H -0.75160 0.08733 -5.70572 0.763 -0.557 -1.612
H -0.90124 1.35415 -6.94047 -0.056 0.038 0.035
H 0.53079 0.29861 -6.90871 0.076 0.161 -0.051
H 1.93964 0.39767 -5.27908 -0.010 0.096 -0.115
H 1.31333 1.03517 -3.75291 0.346 -0.427 -0.820
H 3.47227 1.91368 -4.15057 -0.002 0.050 0.028
H 2.30429 3.24340 -4.22397 -0.023 -0.004 -0.091
H 1.49067 3.12350 -7.03018 0.012 0.021 0.108
H 3.04821 3.41097 -7.82651 -0.074 -0.029 -0.034
H 2.12524 5.51861 -7.34735 0.043 0.043 0.015
H 3.53990 5.26619 -6.30573 -0.009 -0.021 0.043
H 3.31990 5.86770 -4.25571 -0.007 -0.008 0.012
H 1.72863 5.91076 -3.46942 -0.031 0.013 -0.002
H 2.13968 7.11572 -4.70710 0.039 0.002 -0.012
C 4.95499 5.36874 -0.07446 0.022 -0.108 0.016
O 5.96376 6.01434 -0.81749 -0.039 0.185 0.010
C 5.84149 5.87416 -2.21827 0.054 -0.203 -0.037
C 6.11848 7.16831 -2.94678 0.090 -0.103 -0.116
O 5.14157 8.17299 -2.75834 -0.144 0.045 -0.145
C 5.08586 8.84262 -1.51539 -0.100 0.066 0.109
C 6.21997 9.80956 -1.27127 0.003 0.182 0.135
O 7.44074 9.14118 -1.02490 -0.021 -0.150 -0.114
C 8.57023 9.74017 -1.61058 0.029 0.075 0.068
H 5.12160 4.28780 -0.01233 -0.015 -0.002 -0.034
H 4.97593 5.78362 0.93201 0.022 -0.020 0.018
H 3.96453 5.54373 -0.50840 -0.005 0.015 0.013
H 4.83929 5.51793 -2.48268 -0.012 0.037 0.030
H 6.56555 5.13154 -2.58025 -0.058 -0.061 -0.001
H 6.06780 6.93494 -4.01399 0.075 0.029 -0.006
H 7.12509 7.53249 -2.72675 -0.077 -0.024 0.106
H 4.98493 8.14655 -0.67916 0.121 0.008 -0.057
H 4.17439 9.44365 -1.56960 -0.027 -0.040 0.051
H 5.95119 10.41990 -0.39750 0.036 0.065 -0.037
H 6.31473 10.48025 -2.13349 0.011 -0.044 -0.030
H 8.36507 10.06420 -2.63699 0.010 -0.023 -0.011
H 9.36232 8.99323 -1.63084 0.020 0.006 0.031
H 8.91960 10.60599 -1.03548 -0.027 0.020 -0.014
```
Positions in Å, forces in eV/Å.

## Properties
E_HOMO: -0.1609 hartree
Kohn-Sham gap: 6.35 eV
Strongest force on any atom: 3.25 eV/A
Total charge: -1
2S+1: 1



[3]
Here is C5H4NO5Pr as an isolated structure from the Open Molecules 2025 dataset. Energies are from ωB97M-V/def2-TZVPD.

Geometry as XYZ:
```
16
Properties=species:S:1:pos:R:3:forces:R:3
O -3.46172 0.61968 -4.44465 2.431 -1.326 2.832
C -2.75618 0.23464 -3.62124 -2.247 1.232 -2.609
Pr -0.37680 -0.35086 -0.59846 -1.174 -2.495 -1.940
C 1.45584 -1.52102 1.06006 2.653 -2.539 2.987
O 2.03814 -2.13079 1.84380 -2.139 2.322 -2.944
C 0.30207 1.54924 0.67512 1.435 4.394 3.095
O 0.63369 2.42687 1.34292 -1.171 -2.840 -2.463
C -2.09959 -0.12768 1.07373 -5.095 0.146 4.598
O -2.91807 -0.17514 1.88153 3.093 0.281 -3.106
C 1.68765 0.65093 -1.44132 5.231 2.755 -4.425
O 2.49213 1.05250 -2.16506 -3.355 -1.673 3.323
H -1.16572 1.42057 -1.11073 0.490 -0.054 0.467
N -0.01332 -0.04351 2.80360 0.264 -0.350 -0.283
H 0.89854 0.15053 3.19636 0.514 0.022 -0.086
H -0.29685 -0.88861 3.26538 -0.186 -0.719 0.290
H -0.57797 0.65215 3.24146 -0.743 0.845 0.263
```
Positions in Å, forces in eV/Å.

## Properties
E_HOMO (spin up / spin down): -0.6605 / -0.6582 hartree
Kohn-Sham gap (spin up / spin down): 7.92 / 7.97 eV
ΔE to the lowest compared entry with this formula, charge and spin: 113.1 kJ/mol
⟨S²⟩: 2.012
Strongest force on any atom: 7.38 eV/A
Total charge: +2
2S+1: 3



[4]
Here is an isolated molecule of C22H20N2O4S from the Open Molecules 2025 dataset. Energies are from ωB97M-V/def2-TZVPD.

Geometry as XYZ:
```
49
Properties=species:S:1:pos:R:3:forces:R:3
C 1.74496 3.19087 -2.45495 0.445 0.065 -0.039
O 0.40257 3.42790 -2.09335 -0.438 -0.164 0.139
C -0.61750 2.83190 -2.76532 -0.172 0.027 -0.181
C -1.84093 3.50196 -2.67832 0.191 -0.029 0.070
C -2.95693 3.04153 -3.34213 0.082 0.001 0.031
C -2.87372 1.90820 -4.13817 -0.039 -0.148 -0.060
C -1.67786 1.22591 -4.21741 0.019 0.084 0.048
C -0.55170 1.64935 -3.51019 0.080 0.355 -0.129
C 0.64537 0.76643 -3.61219 0.101 -0.132 0.147
O 1.22461 0.53912 -4.65221 -0.058 0.030 -0.173
N 1.07074 0.15389 -2.45752 0.463 -0.321 -0.153
C 0.59422 0.22527 -1.14966 -0.243 0.064 0.494
C 1.52160 0.12599 -0.10813 -0.117 0.035 -0.108
C 1.10915 0.19101 1.20756 0.139 0.005 -0.013
C -0.23556 0.34728 1.48877 -0.249 0.059 0.737
S -0.78395 0.29585 3.19340 -0.081 -0.086 -0.230
O -2.14739 0.72433 3.26226 -0.066 -0.190 -0.239
O 0.18944 0.92015 4.03263 0.293 -0.200 -0.130
N -0.77044 -1.35408 3.53005 -0.231 1.259 0.241
C -1.76260 -2.15412 2.81405 -0.639 -0.341 -0.185
C -0.98220 -3.09346 1.87610 0.004 0.059 -0.088
C 0.40507 -3.02915 2.45078 -0.135 0.240 0.216
C 1.52523 -3.77950 2.16949 0.049 0.033 0.067
C 2.70767 -3.49091 2.84097 0.054 -0.099 -0.106
C 2.75941 -2.46675 3.77201 0.027 0.089 0.029
C 1.63667 -1.70267 4.06192 0.000 -0.051 0.048
C 0.46640 -1.99781 3.38984 0.842 -0.652 -0.115
C -1.16771 0.42488 0.47237 -0.095 0.055 -0.039
C -0.76111 0.35922 -0.84754 0.040 -0.074 0.044
H 2.18528 2.39521 -1.84773 -0.046 0.066 -0.065
H 1.84553 2.94688 -3.51443 -0.012 0.037 0.014
H 2.27848 4.12028 -2.25072 -0.009 -0.097 -0.038
H -1.87613 4.39749 -2.07876 0.000 0.122 0.060
H -3.88935 3.57825 -3.25706 -0.078 0.066 0.014
H -3.73424 1.55877 -4.68672 -0.079 -0.042 -0.045
H -1.59449 0.33212 -4.81806 0.013 -0.074 -0.064
H 1.94956 -0.33898 -2.57558 -0.158 0.108 -0.090
H 2.57008 0.00166 -0.33813 0.113 0.027 -0.026
H 1.81659 0.13680 2.01858 0.163 -0.009 0.021
H -2.32321 -2.72781 3.55820 0.003 0.072 -0.125
H -2.45406 -1.48847 2.30049 -0.091 -0.169 0.007
H -0.98266 -2.73449 0.84260 -0.032 -0.025 0.009
H -1.39154 -4.10273 1.88612 -0.038 0.021 -0.027
H 1.48565 -4.57624 1.44162 0.005 -0.090 -0.072
H 3.59268 -4.07386 2.63540 0.088 -0.050 -0.003
H 3.68624 -2.25899 4.28523 0.081 0.017 0.050
H 1.66515 -0.89386 4.77303 0.034 0.043 0.110
H -2.20887 0.54529 0.72643 -0.152 0.010 -0.039
H -1.49421 0.40007 -1.63562 -0.076 -0.010 -0.015
```
Positions in Å, forces in eV/Å.

## Properties
E_HOMO: -0.3180 hartree
Kohn-Sham gap: 9.00 eV
ΔE to the lowest compared entry with this formula, charge and spin: 101.8 kJ/mol
Strongest force on any atom: 1.30 eV/A
Total charge: 0
2S+1: 1
Structure (SMILES): COc1ccccc1C(=O)Nc1ccc(S(=O)(=O)N2CCc3ccccc32)cc1